61
Properties=species:S:1:pos:R:3 method="wB97M-V/def2-TZVPD" spin_multiplicity=4 homo_energy_ha="-0.2864 / -0.2954" orbital_gap_ha="0.2745 / 0.2570" total_charge=0
Re -0.138 0.133 0.088
N 0.122 -0.097 2.264
C 1.480 0.194 2.798
C 2.528 -0.704 2.165
C 2.925 -0.253 0.766
O 4.092 -0.115 0.479
O 1.936 -0.075 -0.072
H -0.566 0.499 2.714
H -0.134 -1.052 2.508
H 1.475 0.061 3.880
H 1.696 1.242 2.590
H 2.145 -1.729 2.100
H 3.427 -0.718 2.775
C 0.532 -0.156 -4.239
C 0.259 1.126 -4.691
C -0.044 2.112 -3.774
C -0.110 1.804 -2.423
N 0.038 0.521 -2.009
C 0.413 -0.413 -2.893
C -0.247 2.786 -1.342
C -0.341 4.158 -1.564
C -0.355 5.030 -0.489
C -0.273 4.528 0.805
C -0.196 3.158 1.016
C -0.183 2.254 -0.050
H 0.831 -0.947 -4.911
H 0.313 1.363 -5.746
H -0.206 3.130 -4.096
H 0.632 -1.387 -2.490
H -0.395 4.557 -2.571
H -0.422 6.097 -0.657
H -0.271 5.208 1.649
H -0.162 2.797 2.041
C -0.401 -2.134 -0.232
C -1.680 -2.618 -0.802
C -1.918 -2.710 -2.179
C -3.153 -3.068 -2.685
C -4.206 -3.376 -1.827
C -3.980 -3.350 -0.453
C -2.742 -2.986 0.038
C -5.502 -3.718 -2.351
N -6.539 -3.988 -2.770
H 0.471 -2.450 -0.808
H -0.278 -2.530 0.783
H -1.121 -2.500 -2.879
H -3.309 -3.122 -3.756
H -4.782 -3.618 0.224
H -2.580 -2.979 1.110
C -3.433 0.951 -1.480
C -3.181 1.303 -0.014
C -4.515 1.342 0.733
C -2.239 0.278 0.638
H -4.014 1.729 -1.981
H -3.991 0.011 -1.552
H -2.501 0.817 -2.031
H -2.739 2.301 0.037
H -5.006 0.365 0.684
H -5.192 2.081 0.295
H -4.374 1.596 1.786
H -2.703 -0.698 0.476
H -2.282 0.435 1.728


67
Properties=species:S:1:pos:R:3 method="wB97M-V/def2-TZVPD" spin_multiplicity=3 e_above_lowest_kj_mol=258.8 homo_energy_ha="-0.2459 / -0.2470" orbital_gap_ha="0.1949 / 0.1978" total_charge=0
W -2.239 0.850 -0.976
C -2.751 -0.739 2.598
Sb -1.046 0.812 2.204
C -1.597 2.071 3.806
C 0.608 0.024 3.512
C 2.023 0.335 3.634
C 2.468 1.144 4.673
C 3.819 1.281 4.895
C 4.797 0.600 4.129
C 4.368 -0.164 3.024
C 2.985 -0.192 2.634
C 2.678 -0.622 1.410
Sb -0.535 2.902 -0.347
C -1.416 4.793 -0.335
C 1.399 3.630 -1.310
H -2.280 -1.660 2.592
H -3.413 -0.626 1.707
H -3.390 -0.467 3.505
H -0.997 3.008 3.747
H -1.254 1.639 4.750
H -2.658 2.218 3.798
H 0.473 -1.122 3.253
H 0.121 0.127 4.532
H 1.706 1.621 5.310
H 4.132 2.099 5.563
H 5.834 0.719 4.432
H 5.144 -0.733 2.451
H 1.656 -0.616 1.026
H 3.462 -0.986 0.732
H -0.725 5.518 0.096
H -2.402 4.827 0.203
H -1.569 4.896 -1.439
H 1.925 4.218 -0.553
H 1.159 4.237 -2.207
H 1.989 2.776 -1.597
O -7.044 -0.036 -4.226
C -6.187 0.088 -3.400
S -6.120 0.318 -1.676
C -4.480 1.164 -1.557
C -3.726 1.188 -2.737
S -1.972 1.618 -3.126
S -4.394 -0.063 -3.782
S -4.050 1.583 0.322
O -0.165 2.755 1.572
C -2.096 -3.173 -0.121
C -2.485 -2.056 -0.835
N -1.574 -1.113 -1.202
C -0.277 -1.450 -1.436
C 0.215 -2.670 -0.917
C -0.708 -3.489 -0.155
C 1.643 -2.926 -0.989
C 2.360 -2.614 -2.062
C 1.930 -2.409 -3.452
C 2.962 -2.259 -4.371
C 2.698 -2.372 -5.713
N 1.414 -2.661 -6.155
C 0.497 -2.468 -5.213
N 0.733 -2.281 -3.973
H -2.691 -3.763 0.574
H -3.527 -1.854 -1.193
H 0.476 -0.696 -1.771
H -0.382 -4.365 0.320
H 2.166 -3.259 -0.135
H 3.421 -2.464 -1.946
H 3.989 -2.102 -4.121
H 3.455 -2.183 -6.457
H -0.558 -2.407 -5.515


63
Properties=species:S:1:pos:R:3 method="wB97M-V/def2-TZVPD" e_above_lowest_kj_mol=0.0 homo_energy_ha=-0.2842 orbital_gap_ha=0.2823 total_charge=0 smiles="Nc1nc(NC[C@H]2CC[C@H](CNS(=O)(=O)c3cccc4ccccc34)CC2)nc2ccccc12"
N 5.407 2.548 0.160
C 5.002 1.275 -0.076
N 3.860 1.134 -0.711
C 3.403 -0.120 -0.911
N 3.989 -1.236 -0.528
C 5.165 -1.118 0.118
C 5.837 -2.283 0.542
C 7.030 -2.191 1.204
C 7.604 -0.942 1.474
C 6.974 0.208 1.075
C 5.751 0.147 0.392
H 7.426 1.166 1.296
H 8.547 -0.891 1.999
H 7.542 -3.087 1.525
H 5.379 -3.236 0.326
N 2.255 -0.247 -1.617
H 1.873 -1.179 -1.627
C 1.376 0.861 -1.881
H 0.738 0.596 -2.728
H 2.004 1.711 -2.157
C 0.505 1.254 -0.675
C -0.408 0.103 -0.249
C -1.294 0.523 0.920
H -0.667 0.785 1.775
C -2.144 1.731 0.531
C -1.224 2.893 0.159
C -0.328 2.491 -1.010
H 0.335 3.319 -1.269
H -0.952 2.276 -1.881
H -0.607 3.162 1.019
H -1.819 3.765 -0.116
H -2.742 1.474 -0.347
C -3.117 2.113 1.647
N -4.034 1.015 1.898
S -5.248 0.789 0.752
O -6.317 0.126 1.442
O -5.539 2.028 0.083
C -4.498 -0.322 -0.436
C -4.421 0.101 -1.732
C -3.781 -0.692 -2.696
C -3.220 -1.886 -2.332
C -3.300 -2.352 -1.003
C -2.732 -3.582 -0.609
C -2.837 -4.017 0.682
C -3.524 -3.248 1.635
C -4.081 -2.046 1.293
C -3.973 -1.563 -0.027
H -4.624 -1.455 2.010
H -3.612 -3.616 2.647
H -2.400 -4.959 0.977
H -2.216 -4.175 -1.350
H -2.706 -2.495 -3.062
H -3.726 -0.346 -3.717
H -4.846 1.059 -1.989
H -4.471 1.060 2.807
H -2.569 2.319 2.569
H -3.673 3.012 1.352
H -1.940 -0.304 1.217
H 0.194 -0.759 0.044
H -1.040 -0.194 -1.091
H 1.180 1.493 0.154
H 6.361 2.731 0.413
H 4.895 3.273 -0.312


65
Properties=species:S:1:pos:R:3 method="wB97M-V/def2-TZVPD" e_above_lowest_kj_mol=0.0 homo_energy_ha=-0.2975 orbital_gap_ha=0.3190 total_charge=0 smiles="CC(C)C[C@H](NC(=O)N1CC(=O)Nc2ccccc21)C(=O)N[C@H](Cc1c[nH]c2ccccc12)C(=O)O"
C 4.387 3.218 -0.307
H 3.547 3.277 0.380
H 5.159 3.903 0.035
H 4.045 3.540 -1.287
C 4.937 1.796 -0.382
C 6.211 1.767 -1.223
H 6.620 0.761 -1.271
H 6.001 2.103 -2.236
H 6.966 2.423 -0.795
C 3.908 0.829 -0.977
H 4.346 -0.170 -1.031
H 3.651 1.151 -1.988
C 2.621 0.746 -0.156
N 1.984 -0.553 -0.316
C 1.512 -1.223 0.766
O 1.749 -0.882 1.912
N 0.801 -2.382 0.494
C 0.091 -2.608 -0.699
C 0.693 -2.692 -1.948
C -0.083 -2.866 -3.082
C -1.460 -2.965 -2.978
C -2.067 -2.926 -1.736
C -1.298 -2.761 -0.594
N -1.884 -2.739 0.668
C -1.203 -2.927 1.822
O -1.750 -2.953 2.906
C 0.291 -3.119 1.632
H 0.813 -2.771 2.526
H 0.492 -4.189 1.494
H -2.889 -2.612 0.732
H -3.140 -3.011 -1.642
H -2.063 -3.084 -3.865
H 0.393 -2.921 -4.049
H 1.768 -2.641 -2.029
H 1.539 -0.715 -1.208
C 1.568 1.755 -0.621
O 1.569 2.266 -1.720
N 0.577 1.958 0.284
H 0.529 1.349 1.091
C -0.682 2.480 -0.196
C -1.313 1.440 -1.118
O -0.988 0.281 -1.145
O -2.255 1.955 -1.898
H -2.639 1.271 -2.470
H -0.473 3.374 -0.793
C -1.628 2.818 0.968
C -2.126 1.583 1.644
C -1.542 0.902 2.677
N -2.285 -0.196 2.998
C -3.349 -0.273 2.153
C -4.362 -1.222 2.066
C -5.322 -1.044 1.093
C -5.290 0.062 0.237
C -4.296 1.010 0.325
C -3.294 0.844 1.283
H -4.294 1.868 -0.332
H -6.071 0.173 -0.502
H -6.122 -1.763 0.992
H -4.384 -2.063 2.743
H -2.030 -0.916 3.656
H -0.650 1.135 3.228
H -1.082 3.447 1.674
H -2.471 3.385 0.572
H 2.831 0.860 0.912
H 5.182 1.459 0.633


Calculated F_max (eV/Å), listed in the same order as above: 0.6; 4.3; 1.0; 0.8